Here is a structure of composition C2H3LiOYb from the Open Molecules 2025 dataset. Energies are from wB97M-V/def2-TZVPD.

Geometry as XYZ:
```
8
Properties=species:S:1:pos:R:3:forces:R:3
C 0.539941 -1.289152 0.081432 -0.593 -0.108 0.371
C -0.155430 -0.392788 0.826449 0.151 0.543 -0.066
O 0.224318 0.933016 0.813495 -1.174 0.280 0.629
Li 0.348334 1.078791 -1.211805 -0.676 0.062 0.459
H 0.238317 -2.338311 0.040226 0.076 0.386 -0.004
H 1.453925 -1.024742 -0.478973 -0.295 0.043 0.343
Yb -1.692195 1.129833 2.081131 2.245 -1.085 -2.064
H -0.957211 1.903353 -2.151955 0.266 -0.121 0.333
```
Forces are in eV/Å.

Output
Net charge: 0
LUMO level: -2.01 eV